Entry 1:
One molecule with the formula C2H6N2S2, computed with ωB97M-V/def2-TZVPD.

Last column: natural (NBO) charge in e.
Geometry (Å):
C 2.96831 -0.41765 -0.21641  -0.7308
S 1.16909 -0.44838 0.18289  0.3284
N 0.76168 1.18808 0.04082  -0.6329
C -0.45600 1.49085 0.00390  0.2631
N -1.63175 0.77366 -0.02048  -0.7802
S -2.02003 -0.90410 -0.13372  0.2125
H 3.35651 0.21668 0.60166  0.2240
H 3.11625 -0.04676 -1.21085  0.2210
H 3.33700 -1.43238 -0.08592  0.2261
H -0.69359 2.59949 -0.12097  0.1732
H -2.44279 1.35878 0.00104  0.3964
H -2.04178 -1.22749 1.16097  0.0992

Output
**ΔE to the lowest compared entry with this formula, charge and spin**: 123.64 kJ/mol
**Structure (SMILES)**: CS/N=C\NS
**LUMO**: 0.65 eV
**HOMO level**: -0.2860 hartree
**Orbital gap**: 8.428 eV
**DFT total energy**: -26820.533 eV

Entry 2:
One molecule with the formula C2H6N2Si, computed with ωB97M-V/def2-TZVPD.

Last column: natural (NBO) charge in e.
Geometry (Å):
C -0.96489 -0.98872 1.36707  0.0476
C 0.56067 -0.95590 -0.85674  -0.1908
N -0.93663 0.24603 1.50144  -0.8906
N 0.23309 0.34876 -0.96390  -0.9589
Si -0.06245 1.32835 0.47598  1.4493
H -1.37573 -1.63856 2.12299  0.1530
H 1.31955 -1.21886 -0.15339  0.1861
H 0.17375 -1.68754 -1.53615  0.1925
H -0.40993 0.51726 -1.72622  0.3975
H -0.82856 2.49003 0.06299  -0.1904
H 1.20770 1.61039 1.13119  -0.1953

Output
**ΔE to the lowest compared entry with this formula, charge and spin**: 186.97 kJ/mol
**LUMO (alpha / beta)**: 0.97 / 0.68 eV
**HOMO level (alpha / beta)**: -0.2618 / -0.2436 hartree
**Orbital gap (alpha / beta)**: 8.093 / 7.311 eV
**DFT total energy**: -13026.473 eV

Entry 3:
An isolated ion of composition C2H6N3O and charge -1, computed with ωB97M-V/def2-TZVPD.

Last column: Mulliken spin population.
Geometry (Å):
C 1.26018 -0.16952 0.10908  0.2618
C -0.10026 0.36246 -0.33773  0.1800
N -3.52556 -0.72444 0.17886  0.2900
N -1.05910 -0.65732 -0.01184  1.1608
N -2.63203 0.07663 -0.02212  0.3469
O -2.71929 1.24922 -0.30685  -0.0981
H 1.50229 -0.07112 1.29645  -0.0100
H 1.13509 -1.25189 -0.26376  -0.0920
H 2.20441 0.35116 -0.34920  -0.0614
H -0.07166 0.67229 -1.38791  0.0418
H -0.44604 1.28742 0.19949  -0.0224
H -3.28360 -1.71826 0.47350  0.0024

Output
**LUMO (alpha / beta)**: 4.56 / 4.17 eV
**Net charge**: -1
**HOMO level (alpha / beta)**: 0.0233 / -0.1418 hartree
**Multiplicity**: 3
**Orbital gap (alpha / beta)**: 3.929 / 8.024 eV
**DFT total energy**: -8682.116 eV

Entry 4:
An isolated ion of composition C2H6N3O and charge +1, computed with ωB97M-V/def2-TZVPD.

Last column: natural (NBO) charge in e.
Geometry (Å):
N -1.61172 0.74680 -0.62893  -0.8656
C -0.67187 0.02571 0.62442  0.3624
N -0.05981 -1.00529 -0.13448  -0.5350
C 1.24601 -0.81229 -0.27299  0.3285
N 1.57458 0.17098 0.51678  -0.1972
O 0.45199 0.72597 1.04166  -0.2946
H -2.23061 1.49719 -0.24421  0.3990
H -0.90610 0.98299 -1.28761  0.3566
H -1.45136 -0.19858 1.38246  0.2399
H -0.64821 -1.58534 -0.72209  0.4705
H 1.91999 -1.19283 -1.03101  0.2817
H 2.38712 0.64468 0.75600  0.4539

Output
**ΔE to the lowest compared entry with this formula, charge and spin**: 385.44 kJ/mol
**Structure (SMILES)**: N[C@H]1[NH+]=CNO1
**LUMO**: -4.43 eV
**Net charge**: +1
**HOMO level**: -0.5243 hartree
**Orbital gap**: 9.841 eV
**DFT total energy**: -8679.222 eV

Entry 5:
A 3-piece molecular cluster, C2H6N3O2 overall, computed with ωB97M-V/def2-TZVPD.

Last column: natural (NBO) charge in e.
Geometry (Å):
C -1.52347 1.13849 -0.29228  -0.4124
C -1.11360 -1.12812 0.20033  0.0321
N 1.25475 1.13008 -0.38562  -0.1614
N -1.11199 -0.18012 -0.56021  -0.4050
N 2.18982 0.62954 0.00576  0.4704
O 3.27196 0.72654 0.49866  -0.4344
O 1.85081 -1.71358 -0.10390  -1.2470
H -0.80752 1.85238 -0.50823  0.2181
H -2.36513 1.33849 -0.90646  0.1808
H -1.82787 1.39106 0.80722  0.1224
H -1.01680 -2.13866 -0.07908  0.1710
H 2.62394 -1.99385 0.03493  0.3840
H -1.42490 -1.05224 1.28888  0.0814

Output
**ΔE to the lowest compared entry with this formula, charge and spin**: 706.75 kJ/mol
**LUMO**: 4.15 eV
**Net charge**: -1
**HOMO level**: -0.1131 hartree
**Orbital gap**: 7.229 eV
**DFT total energy**: -10731.925 eV

Entry 6:
An isolated ion of composition C2H6N3O2 and charge +1, computed with ωB97M-V/def2-TZVPD.

Last column: natural (NBO) charge in e.
Geometry (Å):
C -0.26703 -0.77671 -0.26725  0.4291
C -0.08170 0.34598 -1.18419  -0.4243
N 0.69688 1.40017 -0.52996  -0.3319
N 0.69557 0.32288 1.43493  0.3087
N -0.93911 -1.91772 -0.31240  -0.6954
O 0.46398 1.50703 0.81199  -0.1979
O 0.26844 0.43454 2.63794  -0.4246
H 0.40533 0.03606 -2.10063  0.2842
H -0.93149 0.62292 -1.68714  0.2676
H 1.70491 1.67561 -0.84949  0.4205
H -1.12375 -2.28823 -1.22813  0.4069
H -0.86761 -2.71190 0.42204  0.4553
H -0.02441 1.34936 2.85229  0.5016

Output
**ΔE to the lowest compared entry with this formula, charge and spin**: 734.78 kJ/mol
**LUMO (alpha / beta)**: -5.18 / -4.71 eV
**Net charge**: +1
**HOMO level (alpha / beta)**: -0.4846 / -0.4994 hartree
**Orbital gap (alpha / beta)**: 8.001 / 8.884 eV
**DFT total energy**: -10721.329 eV

Entry 7:
An isolated ion of composition C2H6N3O2S2 and charge +1, computed with ωB97M-V/def2-TZVPD.

Last column: natural (NBO) charge in e.
Geometry (Å):
N 2.54970 0.24534 -0.80939  -1.0706
S 1.52154 -0.01839 0.54953  2.2036
O 1.23167 1.25228 1.21156  -0.8828
O 1.95381 -1.24650 1.18572  -0.8844
C -0.13509 -0.55434 -0.22431  -0.4314
N -0.91236 0.69131 -0.33616  -0.5405
C -2.16523 0.56276 0.02839  0.3741
N -2.42510 -0.57026 0.67794  -0.6641
S -1.11933 -1.66553 0.87312  0.5737
H 3.21535 0.98479 -0.86914  0.4413
H 2.72247 -0.60016 -1.28134  0.4087
H 0.21207 -1.04902 -1.17695  0.2528
H -0.29930 1.37671 -0.78220  0.4806
H -2.98438 1.31139 -0.08438  0.2732
H -3.36583 -0.72038 1.03759  0.4657

Output
**ΔE to the lowest compared entry with this formula, charge and spin**: 0.62 kJ/mol
**Structure (SMILES)**: NS(=O)(=O)[C@@H]1[NH+]=CNS1
**LUMO**: -4.10 eV
**Net charge**: +1
**HOMO level**: -0.5016 hartree
**Orbital gap**: 9.548 eV
**DFT total energy**: -32398.353 eV

Entry 8:
C2H6N3OS as an isolated structure, computed with ωB97M-V/def2-TZVPD.

Last column: natural (NBO) charge in e.
Geometry (Å):
C -0.60213 0.05757 -0.17654  0.4909
C -2.10115 -0.05161 -0.31035  -0.6644
N 3.15350 -0.63345 0.75643  -0.8835
N 0.16706 -0.98086 -0.32006  -0.7366
N 0.03733 1.22942 -0.00432  -0.2689
O 1.39791 1.20016 0.19982  -0.5388
S 2.35222 -0.14192 -0.38319  1.4986
H -2.47667 0.91259 0.11958  0.2488
H -2.37960 -0.96181 0.04809  0.2528
H -2.49141 -0.00029 -1.34321  0.2751
H 3.05873 -0.88354 1.74377  0.4593
H 0.03954 -1.94317 -0.20677  0.4241
H -0.15535 2.19692 -0.12325  0.4427

Output
**ΔE to the lowest compared entry with this formula, charge and spin**: 488.71 kJ/mol
**LUMO**: -5.78 eV
**Net charge**: +1
**HOMO level**: -0.5277 hartree
**Orbital gap**: 8.579 eV
**DFT total energy**: -19513.157 eV

Entry 9:
An isolated ion of composition C2H6N3OS and charge +1, computed with ωB97M-V/def2-TZVPD.

Last column: natural (NBO) charge in e.
Geometry (Å):
O 2.50927 0.54564 -0.72295  -0.4904
C 1.42546 0.33895 -0.32518  0.7537
N 0.56093 1.00304 0.50515  -0.6449
C -0.49249 0.15734 1.06397  -0.0650
N -0.60652 -0.81916 0.00800  -0.3051
S -2.02072 -0.18823 -1.05591  0.2534
N 0.78069 -0.89630 -0.45944  -0.4479
H 0.61119 1.97963 0.74736  0.4472
H -0.15326 -0.20101 1.98511  0.2296
H -1.36887 0.73072 1.25711  0.2475
H -0.86555 -1.75610 0.25646  0.4598
H -1.27842 0.42240 -1.89601  0.1367
H 0.89828 -1.31690 -1.36366  0.4253

Output
**ΔE to the lowest compared entry with this formula, charge and spin**: 291.91 kJ/mol
**Structure (SMILES)**: O=C1NC[N@@H+](S)N1
**LUMO**: -5.42 eV
**Net charge**: +1
**HOMO level**: -0.5550 hartree
**Orbital gap**: 9.686 eV
**DFT total energy**: -19515.196 eV

Entry 10:
One molecule with the formula C2H6N4, computed with ωB97M-V/def2-TZVPD.

Last column: natural (NBO) charge in e.
Geometry (Å):
C 0.55055 1.67617 -0.05482  -0.6703
C 0.02930 0.42763 0.59748  0.1113
N -1.09992 -1.34422 0.18782  -0.2788
N 0.14887 -1.79353 -0.30245  -0.1108
N -1.09721 -0.03008 0.12590  -0.4584
N 1.12894 -1.09680 -0.04888  -0.1545
H 0.42439 2.52881 0.61050  0.2116
H 1.59395 1.83699 -0.43449  0.2373
H -0.11518 1.80147 -0.88898  0.2250
H 0.35523 0.32014 1.64469  0.1533
H -1.82555 -1.64606 -0.47490  0.3543
H -0.09337 -2.68053 -0.96187  0.3799

Output
**ΔE to the lowest compared entry with this formula, charge and spin**: 588.65 kJ/mol
**LUMO (alpha / beta)**: 0.43 / 0.43 eV
**HOMO level (alpha / beta)**: -0.2774 / -0.2774 hartree
**Orbital gap (alpha / beta)**: 7.980 / 7.982 eV
**DFT total energy**: -8125.992 eV

The highest DFT total energy belongs to which entry?
C2H6N4

What is the DFT total energy in the second record?
-13026.473 eV